(1)
# C36H99N5O19

A cluster of 11 separate species, C36H99N5O19 in total at a distorted geometry (the ωB97M-V functional and the def2-TZVPD basis, the Open Molecules 2025 dataset).

```
159
Properties=species:S:1:pos:R:3:lowdin_spin:R:1
C 4.20987 -4.89379 2.97431 0.00
C 5.05155 -3.64135 2.92583 0.00
C 4.47410 -2.16083 2.96750 0.00
O 3.91908 -1.81091 1.72307 0.00
C 3.54871 -0.44534 1.66964 0.00
N 6.03337 -3.74889 4.00524 0.00
H 3.43080 -4.88713 3.73661 0.00
H 4.80597 -5.79985 3.08303 0.00
H 3.55960 -5.01990 2.10867 0.00
H 5.65217 -3.75014 2.02276 0.00
H 5.34903 -1.51228 3.01211 0.00
H 3.80210 -1.87957 3.77833 0.00
H 3.35601 -0.06664 2.67340 0.00
H 2.76431 -0.28987 0.92893 0.00
H 4.37505 0.17189 1.31710 0.00
H 5.65237 -4.05032 4.89072 0.00
H 6.66745 -4.44605 3.64191 0.00
C -2.37718 3.66230 -1.27524 0.00
C -3.09904 4.96458 -0.91269 0.00
C -3.34904 5.13456 0.63805 0.00
O -4.41289 4.18542 0.88130 0.00
C -4.65577 4.17463 2.33054 0.00
N -2.21837 6.02814 -1.32973 0.00
H -3.10634 2.86942 -1.10859 0.00
H -1.59385 3.45132 -0.54725 0.00
H -2.03930 3.54994 -2.30543 0.00
H -4.01875 4.89360 -1.49336 0.00
H -3.70270 6.14848 0.82509 0.00
H -2.43417 4.92648 1.19286 0.00
H -3.95239 3.52114 2.84661 0.00
H -5.71867 3.98520 2.48043 0.00
H -4.51941 5.10547 2.88102 0.00
H -1.46195 5.76602 -0.71392 0.00
H -2.62252 6.86267 -0.92933 0.00
C -1.36745 4.20257 4.83918 0.00
C -0.13699 3.34643 4.24134 0.00
C 0.53495 2.31130 5.26858 0.00
O 1.37032 1.46568 4.55712 0.00
C 1.96170 0.44219 5.23835 0.00
N -0.70710 2.67646 3.08860 0.00
H -2.06244 4.47792 4.04592 0.00
H -1.01280 5.11426 5.31998 0.00
H -1.86627 3.66789 5.64752 0.00
H 0.68176 4.01095 3.96536 0.00
H -0.34080 1.81137 5.68240 0.00
H 1.06837 2.84925 6.05227 0.00
H 1.54834 0.29668 6.23638 0.00
H 3.01952 0.64707 5.40306 0.00
H 1.90521 -0.47108 4.64601 0.00
H -1.44255 2.13603 3.52122 0.00
H -0.01957 1.98310 2.83041 0.00
C 1.13851 2.06226 -5.10517 0.00
C 2.63547 2.07375 -4.85129 0.00
O 3.06887 3.25477 -4.24482 0.00
O 0.75499 2.96370 -6.13435 0.00
H 0.59367 2.24657 -4.17927 0.00
H 0.82299 1.03659 -5.29633 0.00
H 3.23153 1.90215 -5.74759 0.00
H 2.92137 1.24719 -4.20078 0.00
H 3.27655 3.91307 -4.91199 0.00
H 1.08707 3.81847 -5.85029 0.00
C 2.28101 5.32774 0.44350 0.00
C 2.44542 3.77899 0.06443 0.00
O 1.93860 3.44900 -1.20197 0.00
O 3.13645 6.12095 -0.36670 0.00
H 2.51188 5.28352 1.50785 0.00
H 1.23246 5.56867 0.26862 0.00
H 1.89952 3.25862 0.85138 0.00
H 3.44473 3.37074 0.21556 0.00
H 2.60051 3.74120 -1.83291 0.00
H 4.04436 5.89629 -0.15029 0.00
C 0.47539 -6.00381 1.42036 0.00
C -0.37575 -6.17636 0.23854 0.00
O -1.01240 -5.02161 -0.15841 0.00
O 1.05176 -7.18430 1.74808 0.00
H -0.17083 -5.65866 2.22743 0.00
H 1.07621 -5.09619 1.36271 0.00
H -1.17131 -6.87397 0.50030 0.00
H 0.30972 -6.57031 -0.51183 0.00
H -0.36397 -4.54586 -0.68262 0.00
H 0.31950 -7.64716 2.16180 0.00
C 3.73693 -3.39327 -2.64292 0.00
C 4.30465 -3.17731 -1.24286 0.00
O 5.71345 -3.46925 -1.39878 0.00
O 2.59432 -2.69157 -3.02937 0.00
H 3.57051 -4.45324 -2.83493 0.00
H 4.53679 -3.20704 -3.35962 0.00
H 3.85237 -3.80029 -0.47123 0.00
H 4.18502 -2.12741 -0.97548 0.00
H 6.13214 -2.71337 -1.81703 0.00
H 2.82743 -1.78354 -3.23611 0.00
C -0.48887 -1.00481 -1.24939 0.00
C -0.19502 0.45356 -0.88770 0.00
O 1.09254 0.82211 -1.37224 0.00
O 0.29912 -1.94326 -0.52528 0.00
H -0.38133 -1.12917 -2.32692 0.00
H -1.48001 -1.22260 -0.85148 0.00
H -0.14310 0.56865 0.19497 0.00
H -0.94195 1.08432 -1.36971 0.00
H 1.31194 1.75661 -1.35844 0.00
H 1.22016 -1.70033 -0.64467 0.00
C 0.42878 -2.40882 -6.94675 0.00
C 0.46844 -3.21728 -5.62307 0.00
O 0.46274 -2.39666 -4.49541 0.00
O -0.28757 -3.04885 -8.03014 0.00
H 1.46319 -2.14348 -7.16513 0.00
H -0.07371 -1.44973 -6.82126 0.00
H 1.28111 -3.93968 -5.54701 0.00
H -0.43959 -3.82024 -5.62963 0.00
H 1.24944 -2.60665 -3.98687 0.00
H -0.14865 -2.49451 -8.80150 0.00
C -3.08261 -1.97805 -3.55517 0.00
O -3.23410 -0.51559 -3.72034 0.00
C -3.08287 -0.08422 -5.07375 0.00
C -2.52782 1.27729 -5.08597 0.00
N -3.57987 2.27505 -4.82589 0.00
C -3.21641 3.75769 -4.97947 0.00
C -3.60501 4.29601 -6.33027 0.00
O -4.91607 4.43181 -6.39299 0.00
C -5.41640 5.67853 -5.97860 0.00
H -3.91608 -2.40484 -4.11309 0.00
H -3.16565 -2.08853 -2.47396 0.00
H -2.11814 -2.35953 -3.89036 0.00
H -4.07843 -0.16952 -5.50930 0.00
H -2.38914 -0.73990 -5.59998 0.00
H -2.13761 1.59408 -6.05318 0.00
H -1.72498 1.28301 -4.34874 0.00
H -3.88618 2.21723 -3.86520 0.00
H -2.19240 3.91217 -4.63943 0.00
H -3.80052 4.36266 -4.28597 0.00
H -3.28056 3.48830 -6.98635 0.00
H -3.03747 5.15645 -6.68472 0.00
H -4.89240 6.49830 -6.47002 0.00
H -5.31131 5.92508 -4.92207 0.00
H -6.48323 5.76451 -6.18497 0.00
C 0.03055 -2.56433 9.33050 0.00
O 0.27059 -3.32768 8.12537 0.01
C -0.79810 -3.23967 7.18240 0.05
C -0.42702 -4.30830 6.12932 0.06
N -1.10018 -4.08283 4.82681 0.69
C -0.71504 -2.92018 4.01993 0.09
C -1.53020 -2.73416 2.74105 0.00
O -2.80372 -2.29749 3.18975 0.01
C -3.75310 -2.30228 2.20160 0.00
H 0.74972 -2.97402 10.03977 0.00
H -0.89146 -2.94172 9.77275 0.00
H 0.14294 -1.48522 9.43530 0.00
H -0.85002 -2.20549 6.84198 0.00
H -1.76370 -3.49754 7.61740 0.00
H -0.75284 -5.27250 6.51951 0.00
H 0.63827 -4.49912 5.99959 0.01
H -2.10206 -4.19398 4.76358 0.02
H 0.30474 -2.87465 3.63775 0.02
H -0.77693 -2.06258 4.68985 0.04
H -1.42201 -3.70251 2.25250 0.00
H -1.04923 -1.98918 2.10718 0.00
H -3.59760 -1.47330 1.51114 0.00
H -4.74792 -2.17761 2.62925 0.00
H -3.83935 -3.29698 1.76429 0.00
```

HOMO energy (alpha / beta)	-9.6 / -9.6	eV
E_tot	-85270.7661	eV
2S+1	2
expectation value of S²	0.754
charge	+1
gap between HOMO and LUMO (alpha / beta)	0.2585 / 0.0805	Ha

(2)
# C36H99N9O9

A cluster of 9 separate species, C36H99N9O9 in total at a distorted geometry (the ωB97M-V functional and the def2-TZVPD basis, the Open Molecules 2025 dataset).

```
153
Properties=species:S:1:pos:R:3:lowdin_charge:R:1
C -3.63775 7.41876 -21.51158 -0.08
O -3.08130 6.23212 -20.96927 -0.24
C -3.82772 5.69169 -19.84604 -0.14
C -4.12988 6.56402 -18.62492 -0.43
C -2.95340 7.19876 -17.87019 -0.03
N -5.01533 5.89949 -17.75758 0.04
H -3.12539 7.70745 -22.42932 0.09
H -3.62341 8.25693 -20.81490 0.07
H -4.59544 7.12513 -21.94136 0.08
H -4.72010 5.31092 -20.34280 0.11
H -3.22012 4.80176 -19.68191 0.11
H -4.82169 7.36461 -18.88671 0.12
H -2.25878 6.61301 -17.26810 0.05
H -3.41844 7.86247 -17.14125 0.06
H -2.45087 7.86544 -18.57095 0.07
H -5.15512 6.49071 -16.95073 0.02
H -4.61283 5.00028 -17.53502 0.04
C -0.83867 6.52034 -25.14552 -0.09
O -1.34441 5.25534 -24.68588 -0.19
C -0.61672 4.64383 -23.61601 -0.19
C -1.42559 3.45026 -23.10989 -0.43
C -1.59580 2.25464 -23.98131 -0.07
N -2.78513 3.87973 -22.69486 0.07
H -1.70905 6.94959 -25.64179 0.08
H 0.04562 6.43431 -25.77697 0.08
H -0.63041 7.27887 -24.39096 0.08
H 0.30503 4.07792 -23.75107 0.12
H -0.60800 5.33044 -22.76950 0.12
H -0.96806 3.04238 -22.20855 0.13
H -2.06781 2.44120 -24.94594 0.07
H -2.36777 1.66041 -23.49239 0.07
H -0.68711 1.70450 -24.22568 0.08
H -3.12851 4.29905 -23.54713 0.03
H -2.76932 4.59339 -21.98033 0.03
C 1.83121 4.62228 -13.63511 -0.13
O 1.57487 5.74527 -14.37070 -0.20
C 1.34603 6.92387 -13.67042 -0.23
C 0.05800 7.00194 -12.94817 -0.41
C -1.10330 6.33123 -13.81291 -0.03
N -0.30125 8.39890 -12.74581 0.03
H 2.62927 4.18417 -14.23451 0.09
H 0.96408 3.96750 -13.54879 0.09
H 2.12084 4.78630 -12.59718 0.10
H 2.19032 7.12380 -13.01065 0.13
H 1.29101 7.74063 -14.39014 0.13
H 0.09641 6.44241 -12.01354 0.14
H -1.37890 7.03639 -14.59706 0.07
H -2.04312 6.09401 -13.31435 0.06
H -0.82151 5.39109 -14.28708 0.04
H -0.66289 8.93047 -13.52475 0.07
H -1.11598 8.26147 -12.16492 0.06
C 2.12859 1.08484 -16.81287 -0.15
O 0.87302 1.67008 -16.70035 -0.19
C 0.86947 3.10460 -16.97335 -0.15
C -0.57154 3.60213 -16.71075 -0.42
C -1.62108 3.02626 -17.57132 -0.05
N -0.43372 5.04100 -16.98183 0.03
H 2.11815 0.00097 -16.92775 0.08
H 2.76038 1.19784 -15.93185 0.08
H 2.69633 1.48115 -17.65472 0.08
H 1.65400 3.54559 -16.35842 0.10
H 1.20809 3.19423 -18.00553 0.12
H -0.80147 3.57825 -15.64555 0.13
H -1.34123 3.31555 -18.58428 0.09
H -2.56093 3.54613 -17.38553 0.06
H -1.75302 1.98184 -17.28867 0.09
H -0.41718 5.29189 -17.96004 0.07
H 0.31508 5.55114 -16.53555 0.06
C -5.63029 5.17655 -23.69342 -0.14
O -6.23387 4.21074 -24.47231 -0.15
C -5.53501 3.00058 -24.63870 -0.20
C -5.98333 2.06711 -25.76214 -0.42
C -5.05000 0.90801 -26.12113 -0.07
N -5.87423 2.83609 -26.98895 0.03
H -6.16165 6.10304 -23.47576 0.09
H -4.67122 5.45418 -24.13070 0.08
H -5.27690 4.85778 -22.71281 0.07
H -4.51466 3.22764 -24.94759 0.10
H -5.50661 2.47306 -23.68528 0.12
H -6.95631 1.60679 -25.59031 0.14
H -4.67855 0.21162 -25.36936 0.07
H -4.13612 1.27925 -26.58490 0.07
H -5.67813 0.31887 -26.78931 0.08
H -6.42379 3.65383 -26.76674 0.07
H -4.93883 3.20756 -26.90447 0.06
C -4.38244 0.80484 -20.90288 -0.03
O -5.12213 0.78921 -19.57714 -0.19
C -5.24436 2.02252 -18.88223 -0.20
C -5.45156 1.86101 -17.32509 -0.41
C -6.79349 1.15971 -17.07460 -0.05
N -5.48828 3.18596 -16.77415 0.05
H -4.07953 -0.18730 -21.23755 0.08
H -3.39558 1.26187 -20.82988 0.06
H -4.90601 1.36376 -21.67849 0.06
H -4.33699 2.61463 -19.00139 0.10
H -6.01723 2.62006 -19.36567 0.10
H -4.59141 1.25342 -17.04386 0.14
H -6.78494 0.17191 -17.53535 0.08
H -7.60411 1.75801 -17.49056 0.08
H -7.03309 1.04321 -16.01766 0.07
H -5.87922 3.02668 -15.85660 0.05
H -6.11736 3.69408 -17.37928 0.05
C -6.92331 10.13000 -21.99658 -0.11
O -6.64177 10.08493 -20.60257 -0.23
C -6.25176 11.38858 -20.05915 -0.14
C -4.61709 11.40811 -19.90908 -0.40
C -4.30303 10.29055 -18.90311 -0.08
N -4.21786 12.70090 -19.45608 0.02
H -6.87425 9.10713 -22.36997 0.08
H -6.21797 10.78265 -22.51100 0.08
H -7.90592 10.56897 -22.16949 0.08
H -6.59702 12.18138 -20.72275 0.11
H -6.86563 11.52843 -19.16938 0.12
H -4.19508 11.16315 -20.88376 0.13
H -3.24978 10.35024 -18.62887 0.07
H -4.56897 9.33244 -19.34966 0.04
H -4.81609 10.42992 -17.95156 0.08
H -3.23427 12.65770 -19.23069 0.07
H -4.57972 12.91980 -18.53889 0.07
C -4.80111 4.22720 -13.82489 -0.13
O -5.87957 5.09420 -13.63665 -0.18
C -5.48032 6.43560 -13.29560 -0.17
C -4.92388 7.32143 -14.43804 -0.44
C -4.65936 8.75208 -14.02209 -0.04
N -5.94131 7.26223 -15.46322 0.03
H -5.13331 3.23065 -14.11578 0.07
H -4.20498 4.02186 -12.93575 0.09
H -4.19171 4.62697 -14.63541 0.08
H -6.35326 6.96422 -12.91265 0.13
H -4.68741 6.41295 -12.54802 0.12
H -4.02412 6.93196 -14.91432 0.11
H -5.48325 9.08249 -13.38953 0.08
H -4.65535 9.37753 -14.91479 0.08
H -3.73117 8.97490 -13.49587 0.07
H -6.71744 7.82437 -15.14429 0.09
H -6.35431 6.34054 -15.46387 0.06
C -11.16235 7.14543 -19.45026 -0.14
O -9.94990 7.73530 -19.16791 -0.18
C -8.83375 7.06631 -19.71904 -0.15
C -8.67627 5.64381 -19.06331 -0.45
C -8.62828 5.62164 -17.55945 -0.06
N -7.50218 4.95624 -19.55314 0.04
H -11.32645 6.26475 -18.82930 0.08
H -11.35939 6.93649 -20.50174 0.10
H -11.92875 7.81044 -19.05214 0.09
H -8.85948 6.98713 -20.80586 0.12
H -7.91629 7.52293 -19.34771 0.12
H -9.38581 4.84389 -19.27491 0.13
H -7.69124 6.04767 -17.20091 0.05
H -8.65385 4.62517 -17.11843 0.08
H -9.54945 6.13324 -17.28053 0.07
H -6.71942 5.42910 -19.12444 0.02
H -7.51027 3.95399 -19.42857 0.05
```

HOMO energy	-8.4	eV
E_tot	-70766.5175	eV
2S+1	1
energy above the lowest of the compared OMol25 structures with the same formula, charge and spin	133.6	kcal/mol
gap between HOMO and LUMO	0.3249	Ha